ORCA calculation (wB97M-V/def2-TZVPD) on one molecule with the formula C12H25N5O3 at a distorted geometry.

Last column: natural (NBO) charge in e.
Atoms and positions in Å:
C (0.16501, -0.77939, -0.77081)  -0.414
H (-2.96842, 0.45390, 3.61875)  0.367
H (-1.59553, -1.16103, -3.12161)  0.202
O (2.68561, -1.74896, 1.81132)  -0.618
O (2.76383, -1.90032, -0.40512)  -0.666
H (-0.39710, -2.13297, -3.89059)  0.199
C (-0.52091, -1.31067, -3.16666)  -0.221
H (1.55820, -1.79818, -4.17231)  0.319
H (-3.57444, -0.65860, 2.72051)  0.369
H (-0.33304, 4.48679, 1.74902)  0.213
C (-0.02501, -1.78624, -1.82959)  -0.430
C (-1.23029, 2.63332, 2.81336)  -0.423
H (3.66927, -1.96664, -0.02788)  0.511
H (-0.56209, 1.48898, 1.02915)  0.220
H (-0.71350, -0.12028, -0.71781)  0.216
H (-0.57435, -2.60111, -1.32330)  0.212
C (-1.46532, 1.76963, 1.60071)  -0.241
O (-0.93185, -0.84544, 3.75258)  -0.613
H (-0.43338, 4.51190, 3.52607)  0.208
N (0.29036, -0.58717, 1.90024)  -0.649
H (0.10193, -2.34803, 0.73522)  0.209
H (-1.79956, 2.77228, -0.23227)  0.210
H (0.76460, 3.46874, 2.89742)  0.210
C (-0.25307, 3.83107, 2.64525)  -0.612
H (-1.13915, 2.29494, 3.88042)  0.233
N (2.06599, -1.04266, -4.57959)  -0.765
C (2.05084, -1.67692, 0.72807)  0.777
H (-3.08158, 3.04080, 1.09162)  0.213
H (0.92448, -0.05507, -1.13180)  0.225
C (-0.94119, -0.47986, 2.53133)  0.662
N (0.08652, -0.02134, -3.69014)  -0.639
C (0.60543, -1.29954, 0.62725)  -0.128
C (-2.02259, 0.39702, 1.92996)  -0.093
H (0.96969, -0.91894, 2.57204)  0.432
H (2.37298, 1.19932, -5.18909)  0.397
N (-3.22441, 0.24904, 2.63611)  -0.826
H (-2.18959, 3.12442, 2.85746)  0.200
H (1.34343, 2.00084, -3.95036)  0.395
H (-2.95380, 1.62397, 0.10841)  0.212
N (1.44270, 1.26680, -4.73680)  -0.834
C (1.25802, -0.01339, -4.32035)  0.561
H (-0.65030, 0.55304, -4.08080)  0.401
H (0.94881, -2.17186, -2.05293)  0.220
C (-2.33408, 2.38581, 0.57239)  -0.603
H (-2.17752, -0.20700, 0.96022)  0.186

Summary:
SMILES: [H]/N=C(/N)NCCC[C@H](NC(=O)[C@@H](N)[C@@H](C)CC)C(=O)O
E_HOMO: -9.2 eV
Electronic energy: -971.6857 hartree
Frontier orbital gap: 9.54 eV
Relative energy (zero: lowest compared OMol25 entry of this formula, charge and spin): 333.4 kJ/mol
Spin multiplicity: 1